(1)
ORCA calculation (ωB97M-V/def2-TZVPD) on C27H43N5NiO5PS3 as an isolated structure.

The molecular weight is 703.539 g mol⁻¹. Its maximum force is 0.61 eV/A. The HOMO energy (alpha / beta) is -5.42 / -5.42 eV. The charge is -1. The frontier orbital gap (alpha / beta) comes out at 0.273 / 0.273 Eh.

```
85
C27H43N5NiO5PS3 | OMol25 | ωB97M-V/def2-TZVPD
Ni 0.54 -1.35 0.89
C -2.19 -2.83 4.06
O -2.81 -2.89 2.77
C -2.10 -2.35 1.77
O -1.08 -1.69 1.99
N -2.66 -2.59 0.59
N -2.24 -2.04 -0.63
H -2.94 -3.19 4.76
H -1.89 -1.81 4.30
H -1.31 -3.49 4.07
H -3.54 -3.08 0.58
H -1.61 -1.24 -0.45
H -1.67 -2.73 -1.12
S 0.30 -4.81 1.45
C 1.29 -3.79 2.33
N 1.47 -2.49 2.13
C 2.41 -1.92 2.98
C 2.83 -0.59 2.95
C 3.78 -0.17 3.86
C 4.31 -1.05 4.80
C 3.92 -2.38 4.82
C 2.97 -2.81 3.91
S 2.28 -4.39 3.66
H 2.42 0.09 2.21
H 4.10 0.86 3.85
H 5.05 -0.70 5.50
H 4.34 -3.07 5.54
N 1.74 -2.16 -0.50
C 1.32 -2.11 -1.88
C 0.50 -3.11 -2.38
C 0.03 -3.01 -3.69
C 0.39 -1.94 -4.49
C 1.27 -0.99 -3.99
C 1.73 -1.07 -2.69
S -0.31 -1.77 -6.14
O -1.67 -1.32 -5.87
O -0.22 -3.11 -6.70
O 0.54 -0.78 -6.78
H 2.67 -1.77 -0.40
H 1.75 -3.12 -0.18
H 0.22 -3.95 -1.75
H -0.62 -3.78 -4.10
H 1.56 -0.17 -4.65
H 2.39 -0.32 -2.28
C -1.66 0.71 -2.69
C -1.95 1.67 -1.52
C -3.26 1.19 -0.86
C -2.20 3.11 -2.04
P -0.53 1.50 -0.27
N -0.04 0.05 -0.15
C 0.93 2.57 -0.92
C 0.95 4.09 -0.66
C 1.03 2.39 -2.44
C 2.22 1.98 -0.31
C -1.09 2.31 1.37
C -2.05 1.37 2.11
C -1.76 3.68 1.26
C 0.14 2.43 2.28
H -2.60 0.37 -3.14
H -1.11 -0.17 -2.37
H -1.09 1.18 -3.49
H -4.00 1.09 -1.65
H -3.65 1.91 -0.14
H -3.16 0.22 -0.39
H -3.27 3.33 -2.02
H -1.87 3.21 -3.07
H -1.71 3.88 -1.46
H 0.12 4.61 -1.11
H 1.86 4.49 -1.12
H 1.00 4.34 0.39
H 0.21 2.87 -2.97
H 1.04 1.34 -2.73
H 1.96 2.85 -2.79
H 2.37 2.30 0.72
H 3.08 2.33 -0.89
H 2.18 0.90 -0.34
H -3.07 1.42 1.73
H -2.08 1.66 3.16
H -1.71 0.34 2.05
H -2.67 3.66 0.67
H -1.10 4.44 0.84
H -2.04 4.01 2.27
H 0.60 1.45 2.44
H -0.19 2.80 3.25
H 0.90 3.11 1.91
```

***

(2)
ORCA calculation (ωB97M-V/def2-TZVPD) on C41H51AsF3HgN7O4S2SbSi3 as an isolated structure.

Its multiplicity is 2. The expectation value of S² is 0.775. The molecular weight is 1308.562 g mol⁻¹. Its maximum force is 0.26 eV/A. The HOMO energy (alpha / beta) is -0.30 / -2.61 eV. The charge is -2. The frontier orbital gap (alpha / beta) comes out at 0.154 / 0.239 Eh.

```
114
C41H51AsF3HgN7O4S2SbSi3 | OMol25 | ωB97M-V/def2-TZVPD
Hg 0.60 0.40 0.22
C 4.13 -2.73 -0.06
C 3.34 -1.47 -0.32
N 2.44 -1.05 0.58
N 2.39 -1.79 1.74
C 1.55 -1.46 2.65
N 1.68 -2.16 3.88
S 0.27 -0.28 2.63
C 3.64 -0.65 -1.45
C 4.37 -1.11 -2.58
C 4.68 -0.24 -3.60
C 4.26 1.10 -3.53
C 3.51 1.46 -2.42
N 3.19 0.65 -1.42
H 3.49 -3.62 -0.03
H 4.60 -2.68 0.92
H 4.90 -2.89 -0.81
H 2.19 -3.02 3.75
H 0.79 -2.31 4.33
H 4.67 -2.15 -2.66
H 5.23 -0.60 -4.46
H 4.46 1.81 -4.31
H 3.11 2.47 -2.34
O 0.39 1.19 -6.59
C 0.97 1.63 -5.43
O 1.65 2.61 -5.44
C 0.73 0.73 -4.27
C 0.93 -0.63 -4.30
N 0.71 -1.07 -3.05
N 0.39 -0.08 -2.22
C 0.41 1.03 -2.93
C 0.18 2.35 -2.23
O -0.20 3.30 -2.91
O 0.46 2.35 -0.98
H -0.25 0.50 -6.35
H 1.26 -1.30 -5.08
H 0.82 -2.00 -2.67
F 0.08 4.00 8.05
C 0.17 3.91 6.70
C -0.38 4.92 5.93
C -0.28 4.81 4.55
C 0.34 3.72 3.94
C 0.88 2.73 4.76
C 0.79 2.81 6.15
Sb 0.65 3.59 1.80
C -1.39 3.89 1.26
C -1.69 4.24 -0.06
C -3.00 4.37 -0.49
C -4.01 4.12 0.41
F -5.30 4.26 0.01
C -3.77 3.73 1.71
C -2.44 3.62 2.13
C 1.19 5.68 1.71
C 0.27 6.72 1.55
C 0.67 8.05 1.56
C 2.01 8.33 1.73
F 2.41 9.63 1.75
C 2.96 7.34 1.89
C 2.54 6.02 1.87
H -0.86 5.76 6.41
H -0.71 5.60 3.93
H 1.34 1.86 4.31
H 1.20 2.04 6.79
H -0.90 4.36 -0.80
H -3.24 4.61 -1.52
H -4.59 3.49 2.37
H -2.24 3.30 3.14
H -0.78 6.49 1.40
H -0.04 8.86 1.43
H 4.00 7.61 2.01
H 3.28 5.23 1.97
C -3.48 -2.12 1.68
Si -2.31 -3.52 1.33
C -1.23 -3.74 2.85
C -3.31 -5.11 1.15
As -0.92 -2.95 -0.49
Si -2.37 -2.99 -2.38
C -2.84 -1.26 -2.85
C -1.50 -3.76 -3.88
C -3.96 -3.96 -2.15
Si 0.37 -4.87 -0.80
C -0.52 -6.48 -1.20
C 1.57 -4.48 -2.20
C 1.44 -5.17 0.72
H -3.97 -2.34 2.63
H -4.24 -1.98 0.91
H -2.93 -1.18 1.78
H -1.84 -4.15 3.65
H -0.88 -2.75 3.15
H -0.36 -4.38 2.71
H -3.78 -5.30 2.12
H -2.69 -5.97 0.89
H -4.10 -5.02 0.40
H -2.05 -0.53 -2.68
H -3.71 -0.91 -2.28
H -3.10 -1.25 -3.92
H -0.77 -3.06 -4.30
H -2.27 -3.93 -4.64
H -1.01 -4.71 -3.69
H -4.57 -3.53 -1.34
H -3.80 -5.02 -1.94
H -4.53 -3.87 -3.08
H -1.27 -6.36 -1.99
H -1.04 -6.86 -0.31
H 0.20 -7.23 -1.52
H 1.12 -4.39 -3.19
H 2.32 -5.29 -2.25
H 2.12 -3.56 -1.98
H 0.95 -5.83 1.44
H 1.71 -4.23 1.21
H 2.37 -5.65 0.40
S -4.79 0.65 -0.34
C -3.14 0.57 -0.17
N -1.98 0.50 -0.04
```

***

(3)
ORCA calculation (ωB97M-V/def2-TZVPD) on a 11-piece molecular cluster, C5H28N2O10 overall in a non-equilibrium geometry.

The molecular weight is 276.283 g mol⁻¹. Its maximum force is 2.67 eV/A. The HOMO energy is -9.15 eV. The frontier orbital gap comes out at 0.346 Eh.

```
45
C5H28N2O10 | OMol25 | ωB97M-V/def2-TZVPD
C -1.77 -2.12 -2.76
C -1.27 -1.11 -1.70
C -0.76 -1.86 -0.51
C -1.45 -2.31 0.55
N -0.51 -2.92 1.38
C 0.73 -2.74 0.83
N 0.62 -2.12 -0.37
H -1.75 -1.69 -3.79
H -2.81 -2.41 -2.57
H -1.16 -2.98 -2.76
H -0.44 -0.55 -2.14
H -2.18 -0.56 -1.36
H -2.49 -2.57 0.52
H -0.75 -3.18 2.32
H 1.68 -3.16 1.11
O 3.04 -0.53 -0.16
H 2.98 -0.20 0.73
H 2.25 -1.08 -0.40
O 2.42 0.24 -4.04
H 2.16 -0.49 -4.58
H 2.74 -0.12 -3.21
O 1.76 1.78 -0.78
H 2.42 1.04 -0.58
H 2.36 2.51 -0.93
O 0.69 2.21 -3.51
H 1.29 1.49 -3.23
H 1.12 2.63 -4.25
O -2.46 2.86 0.82
H -2.75 3.72 0.49
H -1.92 2.56 0.06
O 1.01 -0.71 3.22
H 0.06 -0.85 3.25
H 1.31 -0.37 4.08
O 1.01 1.81 2.11
H 1.09 0.82 2.26
H 1.07 1.76 1.14
O -0.86 2.43 -1.41
H -0.89 2.78 -2.28
H 0.03 2.16 -1.16
O -1.41 1.96 3.24
H -0.52 1.92 2.85
H -1.88 2.28 2.45
O -1.79 -0.59 3.18
H -2.19 -0.63 2.31
H -1.97 0.40 3.36
```